1.
# C37H52AsLiN4O4PS3

A structure of composition C37H52AsLiN4O4PS3 in a non-equilibrium geometry (ωB97M-V/def2-TZVPD, OMol25).

Calculated values
Strongest force on any atom = 0.059 Eh/bohr
Highest occupied orbital energy = -0.1252 Ha
LUMO energy = 0.0826 Ha
Energy above the lowest of the compared OMol25 structures with the same formula, charge and spin = 28.4 kcal per mole

Geometry as ORCA input:
```
! RIJCOSX wB97M-V def2-TZVPD def2/J DEFGRID3
* xyz -1 1
As -1.56 -4.23 1.30
S 2.07 -1.10 1.66
S 3.57 -0.66 4.27
S 2.18 1.54 3.02
P 0.96 3.11 -1.25
O 1.72 4.01 -2.11
O -0.36 2.50 -2.03
O 0.21 3.95 -0.06
O 1.56 1.93 -0.59
N 6.46 0.78 -0.95
N -2.70 -0.04 2.12
N 4.26 1.34 0.27
N -0.83 0.88 1.51
C -2.31 2.14 -3.25
C -1.50 -3.88 -2.93
C -4.36 -7.36 0.80
C -2.18 -8.33 0.31
C 5.96 2.13 -1.31
C -0.67 -2.82 -3.09
C -0.04 2.49 -4.43
C -1.23 4.48 -3.17
C -5.06 -2.54 2.95
C -3.55 -8.40 0.32
C -0.27 4.68 2.13
C -1.66 -4.44 -1.69
C -3.79 -3.10 2.76
C -3.00 0.87 1.06
C -4.01 -2.72 0.37
C -0.81 -0.75 3.45
C 0.18 6.29 0.20
C -3.83 -6.09 1.11
C -5.83 -2.19 1.85
C 1.96 4.98 1.30
C 0.55 5.01 0.91
C 4.02 0.32 -0.83
C 5.24 0.76 1.26
C -1.83 1.45 0.72
C 6.60 0.76 0.54
C 4.79 2.52 -0.38
C -1.38 -0.03 2.31
C -0.45 -2.62 -0.76
C -1.10 -3.82 -0.54
C 5.41 -0.20 -1.23
C -1.62 -7.03 0.58
C -5.30 -2.29 0.58
C 2.55 -0.16 3.02
C -2.42 -5.98 1.02
C -3.30 -3.26 1.46
C -1.00 2.95 -3.25
C -0.16 -2.13 -1.98
Li 1.20 1.03 0.92
H 5.14 1.33 2.13
H -4.04 1.05 0.68
H -0.57 2.30 -5.37
H -1.97 -4.26 -3.79
H -1.42 -9.08 -0.02
H 0.65 6.47 -0.76
H 5.75 -1.03 -0.68
H 0.48 7.24 0.76
H -3.38 -0.69 2.51
H -0.31 -2.54 -4.03
H -0.05 3.61 2.43
H 6.85 2.78 -1.21
H -5.89 -1.93 -0.26
H 0.10 -0.32 3.92
H -1.64 2.19 -0.08
H -0.91 6.23 0.03
H 0.53 -1.29 -2.16
H -1.97 1.06 -3.03
H -5.41 -2.44 3.96
H 2.22 4.08 1.83
H 5.69 2.24 -2.39
H 5.19 3.22 0.31
H -2.99 2.36 -2.44
H 5.37 -0.41 -2.27
H 2.67 5.08 0.44
H -5.39 -7.63 0.93
H -3.29 -3.41 3.69
H -4.53 -5.38 1.56
H 4.91 -0.19 1.55
H 7.19 -0.15 0.76
H 3.37 1.52 0.79
H 0.40 1.49 -3.98
H -1.85 4.76 -3.97
H 7.34 1.52 0.74
H 0.81 3.16 -4.52
H 3.98 2.94 -0.95
H -6.74 -1.68 2.02
H 0.01 -2.12 0.08
H -2.17 -5.40 -1.60
H -4.00 -9.32 0.00
H -0.57 -6.95 0.49
H -0.33 5.03 -3.34
H -0.07 5.37 2.92
H -1.64 -0.96 4.15
H -1.31 4.65 1.85
H 3.48 0.90 -1.61
H -2.78 2.17 -4.22
H -0.47 -1.72 3.17
H -3.60 -2.85 -0.63
H -1.67 4.79 -2.20
H 2.17 5.90 1.93
H 3.38 -0.43 -0.38
*
```



2.
# C37H52BF5LaN9S4

A structure of composition C37H52BF5LaN9S4 in a non-equilibrium geometry (ωB97M-V/def2-TZVPD, OMol25).

Calculated values
Strongest force on any atom = 0.027 Eh/bohr
Highest occupied orbital energy = -0.4631 Ha
LUMO energy = -0.2318 Ha
Energy above the lowest of the compared OMol25 structures with the same formula, charge and spin = 0.0 kcal per mole

Geometry as ORCA input:
```
! RIJCOSX wB97M-V def2-TZVPD def2/J DEFGRID3
* xyz 2 1
La 2.93 0.88 0.14
S 1.10 1.25 -2.29
S 1.50 -1.19 1.75
S 5.23 -0.57 0.91
S 0.54 2.43 1.31
F 4.51 -5.54 -2.19
F 6.52 -5.33 -0.38
F 2.73 -3.47 -2.46
F 6.79 -3.10 1.04
F 3.07 -1.24 -1.23
N 3.71 3.46 0.14
N -2.44 1.53 -0.53
N 3.90 1.76 2.49
N -1.18 1.19 -0.91
N 4.47 1.51 -2.03
N -1.02 0.40 1.46
N -0.11 -1.09 -0.32
N -1.78 -0.63 1.93
N -0.71 -1.49 -1.48
C 4.27 3.88 1.45
C -1.93 0.67 3.91
C -1.38 -3.17 -3.09
C -0.52 3.26 -3.99
C -1.85 -1.93 -3.83
C 3.79 -3.39 -1.64
C -4.41 4.25 -0.47
C -0.72 2.86 4.28
C 0.65 -1.89 0.49
C -0.07 -3.72 -0.93
C -2.57 -4.10 -2.82
C -4.57 -0.96 3.92
C 4.92 2.75 2.21
C -3.10 2.32 -1.31
C -0.72 -2.77 -1.79
C -4.52 2.75 -0.86
C -0.50 1.70 -1.99
C 4.63 3.75 -1.02
C 0.61 -3.30 0.17
C -2.51 2.86 -2.49
C -0.32 -3.91 -3.93
C -5.50 2.59 -2.05
C -4.98 1.91 0.32
C 4.68 -4.42 -1.50
C -2.25 -0.49 3.14
C 4.97 -2.03 0.00
C -1.13 1.67 3.44
C -1.22 2.62 -2.82
C -0.60 1.48 2.15
C -2.55 -2.18 4.96
C 3.97 -2.23 -0.94
C 5.40 2.56 -1.56
C 5.83 -3.12 0.14
C 1.40 -4.25 1.04
C -3.30 -2.69 2.68
C -3.17 -1.56 3.69
C 5.71 -4.29 -0.57
B -0.60 0.24 0.05
H -0.77 -4.17 -4.89
H 6.03 2.11 -0.79
H 6.06 2.90 -2.34
H 3.44 4.29 2.03
H -5.24 -1.69 4.37
H 1.40 -5.23 0.56
H -2.63 -1.56 5.84
H 5.03 4.67 1.29
H -3.31 -3.61 -2.16
H -1.15 2.80 5.26
H -3.68 -2.33 1.74
H 4.03 4.20 -1.83
H 5.69 2.26 1.63
H -3.11 3.49 -3.12
H -3.02 -4.36 -3.78
H -3.08 -3.12 5.15
H 3.13 2.15 3.04
H -5.44 1.58 -2.48
H -0.01 -4.81 -3.43
H 4.26 0.94 2.95
H -2.59 -1.37 -3.26
H -6.51 2.80 -1.73
H -1.49 -2.41 4.77
H -4.34 2.06 1.20
H -2.24 -5.02 -2.34
H -1.22 3.91 -4.48
H -1.03 -1.23 -3.99
H 0.33 3.84 -3.61
H 5.34 4.52 -0.73
H 0.38 2.89 4.40
H -4.54 -0.10 4.61
H -0.03 -4.78 -1.16
H -3.64 4.44 0.27
H 2.45 -3.92 1.13
H -5.37 4.62 -0.08
H -3.96 -3.43 3.13
H 3.93 1.81 -2.82
H -2.28 -2.22 -4.80
H -1.05 3.78 3.80
H -6.01 2.18 0.57
H -4.15 4.83 -1.36
H 0.56 -3.30 -4.12
H -4.98 0.83 0.07
H -5.01 -0.58 3.00
H -2.35 0.76 4.92
H 1.02 -4.38 2.04
H -2.34 -3.21 2.51
H 5.39 3.14 3.12
H -0.14 2.55 -4.72
H 4.97 0.66 -2.31
H 2.88 4.03 -0.01
H -5.25 3.32 -2.85
*
```



3.
# C37H52BN4O2P2RuS2

A structure of composition C37H52BN4O2P2RuS2 in a non-equilibrium geometry (ωB97M-V/def2-TZVPD, OMol25).

Calculated values
Strongest force on any atom = 0.061 Eh/bohr
Highest occupied orbital energy (spin up / spin down) = -0.2547 / -0.2547 Ha
LUMO energy (spin up / spin down) = -0.0493 / -0.0313 Ha
Energy above the lowest of the compared OMol25 structures with the same formula, charge and spin = 76.0 kcal per mole

Geometry as ORCA input:
```
! RIJCOSX wB97M-V def2-TZVPD def2/J DEFGRID3
* xyz 0 2
Ru -0.93 0.48 0.34
S -4.04 2.02 2.83
S -2.07 3.61 4.38
P 1.45 0.83 -1.48
P -1.54 -2.17 0.68
O -1.68 -0.22 -1.70
O -2.09 0.48 -3.77
N 0.91 -1.83 1.71
N -2.07 2.28 -0.73
N 2.27 -0.21 0.84
N -1.41 2.13 2.32
C -3.28 4.33 -0.89
C 4.43 -1.26 1.57
C -3.20 2.87 -2.76
C 2.07 -0.58 -2.61
C -2.49 3.43 -0.20
C -3.85 -0.79 1.01
C -3.00 -1.77 1.82
C 0.65 4.38 4.29
C -1.88 -3.73 -0.37
C 3.06 -1.17 1.43
C -3.63 4.06 -2.20
C -2.45 2.47 3.04
C 0.96 -0.88 -3.62
C -3.85 -2.94 2.31
C 1.81 2.52 -2.29
C -0.63 -3.88 -1.24
C 1.12 3.53 -1.37
C -0.18 -2.76 1.83
C 2.00 3.44 2.53
C 2.75 0.75 -0.13
C -0.42 3.65 3.82
C 4.13 -3.36 2.73
C -2.41 -1.05 3.03
C 2.75 -3.27 2.61
C 1.87 4.27 3.64
C 1.10 2.53 -3.64
C 0.93 2.72 2.05
C 2.25 -1.81 -1.72
C -2.02 0.65 -2.56
C -2.43 2.00 -1.99
C -2.12 -5.02 0.42
C 2.21 -2.17 1.97
C -0.28 2.80 2.71
C 3.39 -0.30 -3.34
C 3.27 2.92 -2.42
C 4.96 -2.37 2.21
C -3.05 -3.41 -1.30
B 0.89 -0.54 1.08
H -1.63 -0.34 2.70
H -4.68 -0.42 1.59
H -4.23 -1.25 0.10
H 6.03 -2.46 2.33
H 3.72 -1.22 -3.82
H -3.23 -3.71 2.77
H -3.59 5.24 -0.39
H 0.82 -0.09 -4.34
H 0.11 2.09 -3.56
H -4.00 -3.38 -0.78
H 2.97 3.38 2.04
H -0.52 -2.86 2.87
H -2.16 3.65 0.80
H 0.26 -4.08 -0.65
H 0.02 -1.03 -3.10
H 0.97 2.09 1.16
H -0.76 -4.71 -1.94
H -2.03 -5.87 -0.25
H -3.23 0.08 0.72
H 4.57 -4.21 3.23
H 0.54 5.03 5.14
H 0.13 3.18 -1.08
H -4.43 -3.38 1.51
H 3.77 2.94 -1.46
H -1.38 -5.14 1.21
H 3.27 0.45 -4.12
H -0.48 -2.97 -1.81
H -2.88 -2.45 -1.79
H 3.83 2.27 -3.09
H 0.99 3.55 -4.01
H -3.19 -0.48 3.54
H 1.66 1.97 -4.39
H 1.71 3.70 -0.47
H -3.42 2.58 -3.77
H 2.12 -4.06 3.02
H 1.01 4.49 -1.87
H 2.90 1.74 0.32
H -4.54 -2.58 3.07
H -1.98 -1.73 3.75
H 1.20 -1.79 -4.16
H 2.34 -2.70 -2.34
H 3.71 0.42 -0.54
H -3.12 -4.18 -2.08
H 4.18 0.02 -2.66
H 0.16 -3.75 1.50
H 3.14 -1.75 -1.10
H 5.08 -0.49 1.18
H 1.38 -1.92 -1.07
H -4.22 4.76 -2.78
H -3.11 -5.05 0.86
H 3.32 3.93 -2.84
H 2.72 4.85 3.98
*
```



4.
# C37H52Cl2FN2O15PS4

A cluster of 5 separate species, C37H52Cl2FN2O15PS4 in total in a non-equilibrium geometry (ωB97M-V/def2-TZVPD, OMol25).

Calculated values
Strongest force on any atom = 0.101 Eh/bohr
Highest occupied orbital energy = -0.3358 Ha
SMILES = C/C(Cl)=C(/Cl)C1=C(C(=O)NC(=O)F)C(=O)c2c(cc(CCO)c([PH2]=O)c2CC(=O)N(C)C)C1=O.O=S1(=O)CCCC1.O=S1(=O)CCCC1.O=S1(=O)CCCC1.O=S1(=O)CCCC1
LUMO energy = -0.0735 Ha

Geometry as ORCA input:
```
! RIJCOSX wB97M-V def2-TZVPD def2/J DEFGRID3
* xyz 0 1
Cl 3.53 -0.74 4.37
Cl 6.66 -1.22 3.52
S -1.57 -3.05 -2.94
S -8.87 -0.53 -0.71
S 4.03 -1.04 7.93
S 5.28 -3.18 -2.81
P -4.06 1.80 -0.33
F 7.06 2.62 -0.11
O 5.10 -2.62 -1.49
O -2.52 -2.52 -1.99
O 3.90 -2.46 7.70
O -5.11 0.87 -0.97
O 4.39 2.43 2.48
O -8.10 -1.63 -1.24
O -4.22 0.18 2.82
O 6.53 -3.77 -3.24
O 3.14 -0.07 7.33
O -0.35 2.26 -3.07
O 1.91 -2.51 0.99
O -9.10 -0.36 0.71
O 2.02 2.26 -1.09
O -0.93 -4.33 -2.76
O 6.27 4.40 1.09
N 4.63 2.88 0.17
N -0.47 4.61 -2.90
C -1.02 3.14 -0.78
C 6.09 0.38 8.71
C -4.84 -0.73 1.84
C 4.00 -0.63 2.59
C -0.60 3.25 -2.33
C 4.74 -1.98 -4.02
C -8.25 1.01 -1.38
C -2.44 -0.54 0.60
C 3.96 -4.35 -3.11
C -3.77 -1.41 0.85
C -1.75 5.40 -2.79
C -2.41 0.93 0.04
C 2.88 -0.26 1.51
C 5.71 -0.56 7.56
C -10.45 -0.48 -1.55
C 5.36 -0.85 2.27
C -0.10 -1.83 -4.73
C 5.55 -0.29 9.98
C 5.90 -0.77 0.73
C -0.30 -1.82 -3.22
C 5.98 3.38 0.46
C -1.08 -1.26 0.96
C 2.84 -3.52 -3.71
C -10.67 1.00 -1.85
C -1.50 -1.90 -5.34
C 3.52 -2.57 -4.71
C 0.60 5.40 -2.20
C -2.28 -2.98 -4.58
C 0.29 0.88 0.13
C 0.29 -0.58 0.73
C -1.02 1.66 -0.20
C -9.32 1.53 -2.34
C 1.76 1.50 -0.12
C 2.90 1.06 0.94
C 1.71 -1.28 1.06
C 4.12 -0.73 9.69
C 4.03 2.15 1.31
H 0.87 6.37 -2.74
H -1.94 5.90 -3.79
H 3.83 -3.14 -5.59
H -10.36 -1.06 -2.47
H 5.76 -0.08 6.58
H -11.46 1.14 -2.59
H -1.09 -2.33 1.38
H 0.60 -2.08 -2.66
H 4.33 -5.09 -3.82
H 6.79 -1.48 0.67
H -1.66 6.17 -1.93
H -0.25 3.75 -0.19
H 5.59 0.39 10.83
H -2.15 -3.96 -5.04
H -5.37 -1.53 2.48
H -7.30 0.82 -1.89
H 2.84 -1.79 -5.05
H -3.90 2.92 -1.21
H 5.02 -1.06 0.08
H -9.12 1.15 -3.35
H 3.40 0.05 9.93
H 4.50 -1.05 -3.49
H -5.68 -0.21 1.24
H -9.31 2.62 -2.39
H 1.52 4.71 -2.13
H 0.48 -2.72 -5.02
H 5.62 1.35 8.57
H 0.45 -0.95 -5.06
H -2.64 4.71 -2.54
H -0.69 -0.86 -2.88
H 0.33 5.64 -1.10
H 2.35 -2.93 -2.92
H 3.68 -4.84 -2.17
H 3.97 3.65 -0.04
H -2.00 -0.94 -5.21
H -11.22 -0.91 -0.91
H -3.53 -2.46 1.25
H -10.96 1.52 -0.93
H -2.02 3.69 -0.66
H 5.55 -1.79 -4.73
H -4.30 -1.58 -0.17
H -1.47 -2.12 -6.41
H -4.65 2.32 0.89
H 6.25 0.31 0.59
H -3.34 -2.74 -4.51
H 2.09 -4.14 -4.19
H 6.33 -1.46 7.57
H 3.86 -1.64 10.23
H 7.17 0.53 8.76
H -8.09 1.70 -0.55
H -4.47 1.10 2.61
H 6.17 -1.16 10.22
*
```